(1)
Below is C58H56N8RhS3 as an isolated structure, with properties calculated with wB97M-V/def2-TZVPD.

```
126
Properties=species:S:1:pos:R:3:forces:R:3
Rh 0.4364 0.0656 0.0128 0.6490 0.3308 -0.0824
C 3.2884 0.8775 -3.4710 0.1488 -0.1218 0.0622
C 3.0241 1.7033 -2.2060 -0.0487 0.0602 -0.0341
C 1.5567 2.1663 -2.0882 0.1939 0.0623 -0.2611
N 1.0597 2.0788 -0.7428 -0.3322 -0.2772 0.7599
C 1.0256 3.0928 0.0907 -0.1894 -0.5715 -0.5053
C 1.6330 4.3394 -0.1905 0.1557 0.4121 -0.0827
C 1.5787 5.5444 0.4790 0.0610 -0.1093 -0.1737
C 0.7921 5.9209 1.5560 -0.0095 0.1237 0.0909
C -0.0806 5.1120 2.2773 -0.0408 -0.1891 0.0578
C -0.2311 3.7464 2.2144 -0.1986 0.3213 0.3169
C 0.3888 2.7771 1.3820 0.2855 -0.8573 0.2620
N 0.3605 1.4955 1.6735 -0.1213 0.6279 -0.6303
C -0.0855 1.0540 2.9658 -0.3114 -0.2905 0.5257
C 0.2384 -0.4223 3.2017 0.2332 0.2257 -0.1907
C 1.6854 -0.7516 2.8370 -0.0872 -0.1289 0.1934
N 1.8019 -1.0122 1.4224 -0.2744 0.0595 -0.4714
C 2.9203 -1.5069 0.9274 -0.0117 -0.0852 0.5820
C 4.1107 -1.6309 1.6864 -0.3551 0.2244 0.0170
C 5.2977 -2.2764 1.4085 0.1292 -0.3993 -0.2837
C 5.6021 -3.1498 0.3762 0.1547 -0.0337 0.0740
C 4.7793 -3.4748 -0.6983 0.1712 0.1543 0.1761
C 3.6179 -2.8643 -1.0999 -0.2036 -0.1914 -0.0412
C 2.8630 -1.8128 -0.5108 -0.0916 0.2373 -0.4875
N 1.9922 -1.0981 -1.1835 -0.1186 0.2632 0.5592
C 1.9538 -1.1680 -2.6227 0.2277 -0.2035 -0.4088
C 3.2414 -0.6404 -3.2786 -0.1722 0.0668 0.0073
H 4.2824 1.1153 -3.8597 -0.0906 0.0775 -0.0589
H 2.5662 1.1695 -4.2374 -0.0089 0.0546 -0.1362
H 3.6730 2.5787 -2.2091 0.0547 0.0817 0.0911
H 3.2733 1.1182 -1.3197 0.0215 0.0209 0.0057
H 0.9222 1.5037 -2.6802 0.0483 0.0608 0.0455
H 1.4319 3.1781 -2.4983 0.0159 -0.1420 -0.0242
H 2.2670 4.3405 -1.0659 0.0578 -0.0307 -0.0271
H 2.2049 6.3256 0.0676 0.0292 0.0320 -0.0572
H 0.8541 6.9554 1.8627 -0.0063 0.0743 -0.0074
H -0.6787 5.6190 3.0276 0.0034 -0.0624 -0.0158
H -0.9431 3.3298 2.9167 0.0670 0.0142 0.0378
H -1.1742 1.1808 3.0576 0.0856 0.0872 0.0564
H 0.4105 1.6533 3.7445 -0.1756 -0.0244 -0.0694
H -0.4229 -1.0339 2.5848 0.0610 0.0139 0.1977
H 0.0543 -0.6465 4.2543 -0.0252 -0.0129 -0.0148
H 2.0031 -1.6420 3.3979 0.0978 0.1361 -0.0022
H 2.3277 0.0907 3.1338 0.0801 -0.0809 0.0863
H 4.0989 -1.0958 2.6268 -0.0332 0.0178 0.0146
H 6.0825 -2.1400 2.1427 0.0046 0.0341 0.0702
H 6.5673 -3.6360 0.4079 0.0405 -0.0345 0.0639
H 5.1458 -4.2634 -1.3475 -0.0254 0.0290 -0.0393
H 3.2111 -3.2326 -2.0348 0.0169 0.0699 -0.0332
H 1.0979 -0.5793 -2.9503 0.1203 -0.1720 -0.0505
H 1.7644 -2.2011 -2.9508 -0.0123 0.0550 -0.0716
H 3.3595 -1.1130 -4.2580 0.0501 -0.0200 0.0252
H 4.0911 -0.9451 -2.6664 0.0793 -0.0371 -0.0763
N -1.6884 -0.5173 0.6717 -0.5026 -0.6259 0.1948
S -2.6111 -1.6443 0.5950 0.4047 0.6028 0.3779
N -4.0105 -1.5645 -0.3410 -0.3500 -0.0272 -0.2273
S -4.3689 -0.4655 -1.3619 0.7458 -0.0597 0.0848
N -3.2979 0.4445 -1.9919 -0.2116 0.1130 -0.0599
S -1.8607 0.0437 -2.6846 0.8381 -0.2847 0.2031
N -0.6708 -0.1133 -1.8615 -0.9754 0.0363 -0.8985
C -1.7993 1.3842 -3.9015 -0.2831 -0.2661 0.2947
C -2.6282 2.4863 -3.8141 -0.0867 -0.0695 0.0954
C -2.4882 3.5105 -4.7359 -0.0007 0.1020 0.0037
C -1.5352 3.4199 -5.7369 -0.0958 0.0324 -0.0175
C -0.7162 2.3044 -5.8234 0.0096 -0.0085 0.0151
C -0.8382 1.2885 -4.8936 0.1133 -0.2077 0.0778
C -2.1380 -1.4194 -3.7353 0.0397 0.4576 -0.0123
C -2.7721 -1.3421 -4.9634 -0.0517 0.0312 0.0155
C -2.8024 -2.4656 -5.7743 -0.0274 0.0821 -0.0287
C -2.2059 -3.6449 -5.3559 -0.0017 -0.1100 0.0662
C -1.5737 -3.7125 -4.1214 -0.1195 -0.0309 -0.1397
C -1.5327 -2.5902 -3.3158 0.0727 0.2112 0.3140
C -5.2307 -1.2461 -2.7313 -0.1642 -0.0969 0.2669
C -5.8179 -0.4004 -3.6639 0.0713 0.1063 0.2453
C -6.3652 -0.9393 -4.8127 -0.0005 -0.0246 -0.0349
C -6.3121 -2.3097 -5.0309 0.0779 0.0039 0.1750
C -5.7091 -3.1413 -4.0984 -0.0837 -0.0078 -0.1629
C -5.1609 -2.6131 -2.9429 0.0524 0.1285 0.4322
C -5.4937 0.7580 -0.6752 0.0561 -0.1561 -0.2354
C -6.8500 0.4985 -0.5727 0.0812 -0.2231 -0.0462
C -7.6846 1.4835 -0.0688 -0.0172 -0.0260 0.0319
C -7.1606 2.7052 0.3270 0.0550 -0.0169 -0.0063
C -5.7978 2.9474 0.2282 -0.0239 -0.0939 0.0295
C -4.9562 1.9685 -0.2715 0.2274 -0.0280 -0.0377
C -2.0084 -3.2580 0.0418 -0.2126 0.3042 -0.0180
C -0.6557 -3.4853 -0.1249 0.0440 0.4785 0.2224
C -0.2329 -4.7492 -0.5073 0.0274 -0.0778 -0.0176
C -1.1631 -5.7552 -0.7239 0.0691 0.0166 -0.0528
C -2.5181 -5.5077 -0.5579 -0.1039 0.0348 0.0443
C -2.9443 -4.2521 -0.1604 -0.0909 -0.2252 -0.0753
C -3.3013 -2.1372 2.2032 -0.1170 -0.0410 -0.4172
C -4.5175 -1.6733 2.6686 0.0173 0.0674 -0.2730
C -4.9252 -2.0078 3.9496 -0.0357 0.0828 0.0824
C -4.1197 -2.7986 4.7542 -0.0603 -0.0220 0.0700
C -2.9075 -3.2694 4.2772 0.0631 0.0923 -0.0480
C -2.4919 -2.9310 3.0013 0.0671 -0.0251 -0.0958
H -3.3741 2.5236 -3.0360 -0.0762 0.0915 0.0343
H -3.1321 4.3756 -4.6735 -0.0235 0.0614 -0.0051
H -1.4427 4.2149 -6.4601 0.0318 0.0806 -0.0847
H 0.0041 2.2247 -6.6220 0.1331 -0.0136 -0.0438
H -0.2050 0.4129 -4.9368 0.1031 -0.0718 -0.0623
H -3.2215 -0.4152 -5.2844 -0.0577 0.0986 -0.1067
H -3.2764 -2.4133 -6.7435 -0.0600 0.0017 -0.0577
H -2.2297 -4.5147 -5.9962 0.0190 -0.0493 -0.0620
H -1.0963 -4.6260 -3.7978 0.0215 -0.0520 0.0365
H -1.0169 -2.5888 -2.3681 0.1261 -0.0232 -0.0059
H -5.8334 0.6644 -3.4813 -0.0383 0.1265 -0.0694
H -6.8248 -0.2922 -5.5438 -0.0509 0.0729 -0.0395
H -6.7348 -2.7272 -5.9310 -0.0539 -0.0497 -0.0962
H -5.6591 -4.2046 -4.2777 0.0257 -0.0772 0.0150
H -4.6748 -3.2383 -2.2103 0.0571 -0.1076 0.0664
H -7.2406 -0.4566 -0.8903 -0.1345 -0.0841 -0.0467
H -8.7464 1.3019 0.0073 -0.0502 -0.0477 0.0017
H -7.8147 3.4715 0.7156 -0.0594 0.0459 0.0053
H -5.3890 3.8993 0.5306 0.0373 0.0598 0.0501
H -3.8921 2.1183 -0.3653 0.1071 0.1445 0.0194
H 0.0427 -2.6696 0.0452 0.0917 -0.1222 0.0087
H 0.8210 -4.9504 -0.6282 0.1069 0.0329 -0.0149
H -0.8329 -6.7395 -1.0226 0.0442 -0.0644 -0.0124
H -3.2391 -6.2937 -0.7255 -0.0548 -0.0740 -0.0019
H -3.9872 -4.0270 0.0044 -0.1338 -0.1403 -0.0217
H -5.1370 -1.0717 2.0212 -0.1331 0.0981 -0.0358
H -5.8726 -1.6476 4.3231 -0.0596 0.0200 0.0010
H -4.4359 -3.0519 5.7566 -0.0482 -0.0183 0.0096
H -2.2818 -3.8958 4.8947 0.0485 -0.0367 0.0521
H -1.5490 -3.2914 2.6218 0.1639 -0.0843 -0.0132
```
Forces are in eV/Å.

As for the highest occupied orbital energy (alpha / beta): -8.2 / -8.2 eV. Its charge is +1. Its expectation value of S² is 6.113. As for the spin multiplicity: 5.

***

(2)
Below is a 5-piece molecular cluster, C35H79BCl2FIO22P5S overall, with properties calculated with wB97M-V/def2-TZVPD.

```
147
Properties=species:S:1:pos:R:3:forces:R:3
C -5.1424 -2.6937 2.4158 -0.3126 0.0342 0.0594
C -5.2418 -1.5102 1.4445 0.7173 -0.3307 0.4748
C -4.0958 -0.5033 1.6530 -1.2775 -0.1534 -0.4119
C -4.1324 0.6205 0.5879 0.8253 -0.0149 1.1409
C -2.6918 1.1307 0.3347 -1.1858 -0.1649 -1.2317
C -2.4368 1.6210 -1.1225 1.0560 -0.1109 1.4875
C -1.3154 2.6917 -1.0716 -0.7927 0.4103 -0.8583
C -0.3415 2.6089 -2.2576 -0.3573 -0.2357 0.2922
C 0.7413 1.5413 -2.0713 0.7906 0.9775 -0.5687
C 1.6538 1.7871 -0.8440 -0.9633 -1.0504 0.4121
C 1.5112 0.5538 0.0919 0.6480 1.4314 -0.0419
C 2.3709 0.7705 1.3504 0.1143 0.2443 -0.1319
C 2.0845 -0.2722 2.4801 -0.5845 0.0202 -2.7879
S 0.6989 0.4855 3.4711 0.6359 1.0884 2.9507
O 0.3864 -0.2840 4.6288 -0.3334 -1.0649 -0.4607
O 0.9614 1.8567 3.7856 -0.0545 0.5441 -1.2084
F -0.5913 0.4780 2.5480 0.6849 -0.2461 -0.2027
O 1.4601 -1.3163 1.8163 0.5543 -0.4331 0.3345
B 1.7386 -2.6363 2.4891 -0.3497 -0.1663 -0.4716
C 2.1258 -3.9078 1.5152 0.1239 0.9256 -0.1498
C 2.1678 -3.6016 -0.0111 -0.0308 -1.5943 0.3676
C 1.0272 -4.3447 -0.7663 0.5584 0.6867 -0.1514
C 0.3316 -3.0420 3.2518 0.7959 0.1888 0.7054
Cl -1.0869 -2.8745 2.1848 0.4016 -0.1497 0.1345
C 0.1018 -3.4960 4.4825 -1.0733 0.3121 -0.7615
C -1.2940 -3.8640 4.9430 0.5422 -0.9504 0.2051
Cl 1.4353 -3.7172 5.5794 -0.3026 -0.1526 0.0730
O 2.9399 -2.2758 3.2670 0.4363 -0.0743 1.0632
C 3.2999 -0.9219 3.2749 -0.2909 0.0000 0.0291
C 4.6723 -0.9449 2.5791 -0.3643 -0.0166 -0.7311
I 5.6716 1.0047 2.7016 -0.4048 -0.0780 0.1971
C 4.6826 -1.5403 1.1625 0.7287 0.1338 -0.1780
C 5.9717 -1.2799 0.3468 -0.5020 -0.7008 -0.3949
P 3.4917 -0.6310 5.1613 -1.6934 -1.4191 1.4770
O 3.0738 0.9204 5.5341 1.2475 -0.1173 -0.2413
O 5.1156 -0.7767 5.5366 -0.5365 1.0396 -0.5275
H -5.7893 -3.5141 2.0973 0.0736 -0.0014 0.1174
H -5.4688 -2.4103 3.4221 0.0583 0.0041 -0.0713
H -4.1240 -3.0824 2.5105 -0.0449 0.0736 -0.1679
H -6.2095 -1.0200 1.5948 0.0145 -0.0083 -0.3349
H -5.1586 -1.9012 0.4238 -0.2595 0.1579 -0.0101
H -3.1599 -1.0651 1.6324 0.0435 0.2205 0.0498
H -4.2438 -0.0655 2.6459 0.4316 -0.0575 0.0194
H -4.7027 1.4393 1.0420 -0.2176 -0.0020 -0.4663
H -4.6447 0.2853 -0.3186 0.1781 -0.0177 -0.0314
H -2.0301 0.2774 0.4872 0.2810 0.3710 0.3645
H -2.4951 1.9521 1.0242 0.2664 -0.2596 0.1579
H -3.3592 1.9983 -1.5693 0.1498 -0.0523 -0.2120
H -2.0328 0.7529 -1.6535 -0.4569 0.1016 -0.3744
H -1.8131 3.6701 -1.1305 0.1206 -0.0235 0.2197
H -0.8206 2.6639 -0.0981 0.1648 -0.1015 -0.1732
H -0.9349 2.3604 -3.1479 0.1159 0.1031 -0.0128
H 0.0905 3.5986 -2.4434 0.2256 -0.1658 0.0587
H 1.3909 1.5876 -2.9539 -0.2482 -0.2302 -0.0970
H 0.2926 0.5435 -2.0630 0.0463 0.0551 0.1962
H 2.6972 1.9400 -1.1311 -0.0791 0.0744 0.0154
H 1.2969 2.6521 -0.2760 0.2473 0.1495 -0.1834
H 0.4522 0.4936 0.3448 0.0676 -0.4569 -0.0894
H 1.8584 -0.3016 -0.4882 -0.3499 -0.2774 0.3119
H 3.4054 0.7293 1.0065 -0.0035 -0.1123 0.3187
H 2.2294 1.8025 1.6861 0.0141 -0.1627 0.2249
H 1.4421 -4.7297 1.7493 0.0422 -0.0339 -0.3383
H 3.1209 -4.2567 1.8209 -0.1169 0.0597 0.1302
H 3.1177 -4.0118 -0.3810 -0.0668 0.1994 -0.1267
H 2.1818 -2.5364 -0.2422 -0.2257 -0.0212 0.1395
H 0.5672 -5.1258 -0.1619 0.0088 0.1307 0.0901
H 0.2670 -3.6127 -1.0491 -0.1533 -0.3134 -0.1470
H 1.4490 -4.8318 -1.6511 -0.3203 0.1580 -0.1562
H -2.0513 -3.1722 4.5831 0.1197 0.1968 0.1949
H -1.3528 -4.0224 6.0216 0.0379 0.2960 -0.0302
H -1.5205 -4.8361 4.4791 -0.1638 0.0816 0.0782
H 5.3016 -1.5950 3.1863 0.0572 0.3698 0.1859
H 4.6139 -2.6212 1.2982 -0.2541 0.1194 0.1672
H 3.8263 -1.2465 0.5593 -0.0700 0.0098 0.2232
H 6.1794 -2.1913 -0.2260 0.1001 0.1114 0.0337
H 6.8522 -1.0776 0.9562 -0.0771 0.1434 -0.0292
H 5.8037 -0.5094 -0.4092 0.2737 0.2609 0.3198
H 3.7543 1.5736 5.3116 -0.2896 0.2088 -0.2721
H 5.5093 0.1075 5.4747 0.4867 -0.2341 -0.1488
C 13.5281 3.5787 2.3901 0.1603 0.0357 0.1845
O 12.2928 4.3148 2.4545 0.4058 -2.1833 -2.4150
P 10.8837 3.4713 2.1344 -4.3702 2.3374 4.1282
O 9.9512 4.6053 1.9276 0.7202 -0.1404 -0.5224
O 10.8262 2.8413 3.6362 -0.0414 -0.3270 -0.2495
C 10.7821 3.7197 4.7547 0.2648 0.1027 0.1795
O 10.0967 2.1944 1.4918 3.0750 0.2363 -1.3286
C 8.8567 1.8201 2.1057 -0.2945 -0.3156 0.3627
H 14.3313 4.2479 2.6904 -0.0931 0.0721 0.0102
H 13.5100 2.7215 3.0682 -0.0422 0.0118 -0.0194
H 13.7200 3.2396 1.3715 0.0693 0.0010 0.0286
H 10.4018 4.7043 4.4821 -0.0014 -0.0285 -0.1000
H 11.7787 3.8217 5.1886 -0.0013 0.0540 -0.0129
H 10.1232 3.2779 5.5007 -0.0209 -0.0754 -0.0728
H 8.2273 2.6889 2.2941 0.1839 0.1204 -0.0688
H 9.0389 1.2807 3.0331 0.0364 0.0704 -0.0092
H 8.3467 1.1553 1.4143 0.2162 0.0916 -0.1944
C -0.1620 5.5724 -8.1910 0.0882 0.0414 -0.2544
O 0.3342 4.2811 -7.7854 -2.1360 2.4506 1.7179
P -0.7161 3.2820 -6.9100 3.4516 -7.4840 -2.7228
O 0.3985 2.3576 -6.5146 0.2060 0.9179 0.5574
O -1.4680 2.7872 -8.2747 -0.7607 0.4283 0.3932
C -0.6860 2.3401 -9.3765 0.1616 0.2524 -0.3379
O -1.8593 2.5265 -5.9585 -0.7097 3.3276 0.7140
C -2.1694 1.1654 -6.2374 -0.3091 -0.3979 -0.4400
H 0.6057 6.0489 -8.7968 0.0544 -0.0976 0.0227
H -1.0731 5.4747 -8.7875 -0.0041 -0.0076 0.0277
H -0.3568 6.1988 -7.3205 0.0199 0.0666 -0.0598
H 0.3034 2.0082 -9.0617 -0.0261 0.0455 0.1239
H -0.5850 3.1392 -10.1125 0.0596 -0.0193 -0.0049
H -1.2120 1.5065 -9.8404 -0.1215 0.0270 0.1053
H -1.2643 0.5794 -6.3881 0.1019 0.1712 0.0147
H -2.8173 1.0874 -7.1108 0.0537 0.0035 -0.0116
H -2.7074 0.7817 -5.3705 0.0704 0.1987 0.1109
C -4.5352 3.6969 -4.8733 -0.1383 -0.1977 0.2202
O -4.9248 4.9664 -5.4549 0.9412 -2.3794 -2.0587
P -5.8267 4.9175 -6.8489 -4.0344 4.8418 0.8733
O -5.6796 6.3232 -7.3044 0.6270 -0.5795 -0.0292
O -7.2147 4.6326 -6.0460 -0.0667 -0.2805 -0.4031
C -7.6478 5.5664 -5.0626 0.0786 -0.0280 0.3649
O -6.3623 4.1375 -8.1857 2.5971 -1.5955 1.1102
C -7.6246 4.5428 -8.7034 -0.5947 0.0485 -0.1153
H -4.0139 3.8969 -3.9402 -0.0071 0.1414 -0.0574
H -5.4123 3.0785 -4.6629 -0.0424 0.1055 -0.0020
H -3.8604 3.1734 -5.5460 -0.0261 0.0405 0.1905
H -7.2161 6.5542 -5.2241 0.0608 -0.0401 -0.0759
H -7.3792 5.2103 -4.0670 0.0354 0.0421 0.0031
H -8.7331 5.6374 -5.1239 0.0079 -0.0667 -0.0834
H -7.7027 5.6285 -8.7495 0.1272 -0.0001 0.0984
H -8.4354 4.1330 -8.1030 0.0646 0.0424 0.0518
H -7.6968 4.1358 -9.7108 0.2046 -0.0372 0.0295
C -5.2631 -6.3228 7.3486 -0.1628 -0.0457 0.1720
O -5.9397 -5.9866 6.1232 3.5177 0.2195 0.6678
P -5.2367 -6.5133 4.6777 -6.8960 -1.1839 -4.2338
O -6.0730 -5.6207 3.8131 0.7447 0.4592 0.6600
O -5.8922 -8.0013 4.9011 0.5605 -0.2911 -0.0168
C -7.2800 -8.1138 5.1845 -0.1051 -0.0081 0.3714
O -4.2611 -7.1190 3.4852 2.4090 0.9798 2.3993
C -4.8849 -7.8605 2.4461 -0.2394 -0.5408 -0.2234
H -5.8784 -5.9746 8.1755 -0.0649 0.0369 -0.0861
H -5.1280 -7.4044 7.4390 0.0039 0.0104 -0.0330
H -4.2952 -5.8241 7.4012 -0.0195 0.0006 0.0891
H -7.8357 -7.2403 4.8422 0.0910 0.0531 -0.0178
H -7.4345 -8.2451 6.2572 -0.0679 0.0411 -0.0049
H -7.6545 -8.9988 4.6703 0.1246 -0.0253 -0.0434
H -5.7773 -7.3526 2.0813 0.0170 0.1099 0.1460
H -5.1353 -8.8655 2.7841 -0.0223 0.0452 0.0177
H -4.1592 -7.9359 1.6376 0.1284 0.1571 0.1250
```
Forces are in eV/Å.

As for the highest occupied orbital energy: -5.1 eV. Its charge is -1.

***

DFT total energy for the records above, in order: -3986.32519, -6484.05151 hartree